1.
74
Properties=species:S:1:pos:R:3:mulliken_charge:R:1 method="wB97M-V/def2-TZVPD" lumo_energy_ev=-1.551 homo_ha=-0.3505
C 0.45765 -2.53127 -0.32886 -1.18
C -0.71920 -1.76354 0.26405 -0.17
C -0.32687 -0.57212 1.09785 0.49
O 0.79049 -0.20514 1.32089 -0.56
O -1.41539 0.07487 1.64891 -0.38
C -2.00911 1.07907 0.81116 0.09
C -1.38829 2.46495 1.03774 -0.27
Si -0.68899 3.19482 -0.52452 0.04
C -2.05247 3.64464 -1.74723 -1.08
C -2.00442 2.90293 -3.09640 -0.37
C -2.71492 1.55383 -3.03717 -0.54
S -3.39107 0.99126 -4.57844 1.20
O -3.48235 -0.42695 -4.54016 -0.61
O -4.50285 1.82744 -4.91544 -0.62
O -2.22450 1.31245 -5.62381 -0.51
O 0.21208 4.52874 -0.16854 -0.37
Si 1.63420 4.98752 -0.88881 0.33
C 1.37922 5.08488 -2.75486 0.06
C 2.64949 4.71258 -3.47265 0.42
C 2.55901 3.63087 -4.51397 -1.19
N 3.70181 5.33141 -3.13949 -0.66
H 0.18421 -2.98726 -1.28111 0.33
H 1.31090 -1.87411 -0.49212 0.40
H 0.76332 -3.33275 0.34080 0.21
H -1.41614 -1.41687 -0.50596 0.24
H -1.32132 -2.40106 0.91799 0.37
H -3.07296 1.06637 1.04459 0.31
H -1.91635 0.75173 -0.23418 -0.32
H -2.12217 3.13945 1.48525 0.53
H -0.57192 2.35943 1.75323 0.01
H 0.17903 2.16447 -1.16731 -0.02
H -2.01577 4.72453 -1.91098 0.47
H -3.01278 3.45031 -1.25705 0.64
H -0.96892 2.71360 -3.39243 0.19
H -2.44723 3.52977 -3.87429 0.52
H -2.06998 0.74239 -2.69768 0.16
H -3.59262 1.61009 -2.38844 0.45
H -2.40102 2.16805 -6.04045 0.37
H 2.00114 6.30612 -0.34852 -0.19
H 2.67845 3.98980 -0.57948 -0.13
H 0.52972 4.48689 -3.09170 -0.20
H 1.14122 6.12904 -2.97958 0.36
H 2.06150 4.02467 -5.40421 0.28
H 3.54767 3.26966 -4.79751 0.41
H 1.96467 2.78683 -4.15852 0.27
H 4.51298 5.00839 -3.66529 0.25
C 0.69843 -7.33252 1.05781 -1.10
C 0.98563 -8.51522 0.49272 0.36
C 0.29261 -9.01034 -0.76581 1.07
O 0.65291 -10.09778 -1.17969 -0.63
C -0.72186 -8.18417 -1.37766 -0.98
C -1.00969 -7.00353 -0.81097 0.32
C -0.30993 -6.50603 0.44146 1.09
O -0.65726 -5.40914 0.84676 -0.58
O -1.91305 -6.15691 -1.27386 -0.59
O 1.88593 -9.36156 0.95724 -0.58
H 1.18964 -6.97384 1.95106 0.45
H -1.21431 -8.54241 -2.27027 0.44
H -1.89857 -5.39201 -0.66228 0.35
H 1.87893 -10.12451 0.34242 0.38
C 2.00495 1.57889 7.23659 -1.08
C 2.31670 0.33662 6.84014 0.28
C 1.73599 -0.29041 5.58374 1.14
O 2.10620 -1.42558 5.33923 -0.66
C 0.80684 0.47110 4.78228 -0.69
C 0.49704 1.71304 5.18010 0.11
C 1.08104 2.34283 6.43153 1.04
O 0.72026 3.48164 6.67611 -0.66
O -0.33452 2.52117 4.53981 -0.51
O 3.14627 -0.46570 7.48434 -0.57
H 2.41416 2.03166 8.12834 0.43
H 0.40931 0.02364 3.88333 0.38
H -0.34814 3.34933 5.06416 0.37
H 3.17539 -1.29105 6.95605 0.39

***

2.
15
Properties=species:S:1:pos:R:3:mulliken_charge:R:1 method="wB97M-V/def2-TZVPD" lumo_energy_ev="-12.822 / -12.588" homo_ha="-0.6731 / -0.6730" total_charge=+2
O -0.20963 1.05964 -0.85796 -0.33
C -1.00100 1.26690 0.16380 0.81
C -0.37820 -0.39448 -1.32155 -0.32
O -0.86336 2.17750 0.96343 -0.75
O -1.90677 0.31900 0.31707 -0.28
C -1.65404 -0.78385 -0.56516 -0.28
H 0.36558 -1.19612 -1.32255 0.28
H -0.51103 -0.24112 -2.39763 0.36
H -1.51415 -1.67361 0.05824 0.28
H -2.51807 -0.91585 -1.22321 0.30
O 2.25984 -1.53662 1.16933 -0.27
C 1.39555 -0.59551 1.30726 0.68
O 1.97834 0.60281 1.28400 -0.34
Li 0.96159 2.12450 1.60632 0.96
In 3.59536 -0.21319 0.81861 0.91

***

3.
78
Properties=species:S:1:pos:R:3:mulliken_charge:R:1 method="wB97M-V/def2-TZVPD" lumo_energy_ev=0.441 homo_ha=-0.0873 total_charge=-1
Sc -0.58138 -1.82727 0.00316 0.00
C 3.73389 2.00001 -4.73068 -1.81
C 2.69169 1.28844 -3.91227 0.43
C 1.39644 1.75466 -3.86340 0.18
C 0.39334 1.06379 -3.15737 -0.65
C -0.96413 1.38831 -3.14374 -0.86
N -1.52300 2.61241 -3.18904 -0.04
C -0.83869 3.83341 -2.80845 -1.29
C 0.06662 3.71695 -1.56747 -0.33
C -0.67513 3.61934 -0.22066 -0.59
N -0.18801 2.53330 0.58607 0.51
C 0.13162 2.64420 1.86490 0.06
C 0.51869 1.59664 2.70169 0.47
C 0.86777 1.90017 4.04135 -1.53
C 1.24742 0.93401 4.93796 0.65
C 1.61335 1.26602 6.35616 -1.57
C 1.29696 -0.39082 4.49938 -1.07
C 0.97044 -0.76634 3.20155 1.16
C 1.15675 -2.14693 2.84551 -0.65
N 0.99164 -2.68689 1.69649 0.65
C 1.45431 -4.05035 1.57269 -0.87
C 2.62139 -4.12662 0.59088 -0.68
C 2.20840 -3.89321 -0.86120 -0.58
N 1.70966 -2.56940 -1.11950 0.64
C 2.41160 -1.87505 -1.93365 -0.67
C 2.06825 -0.60372 -2.49571 0.19
C 2.99904 0.09496 -3.25895 -0.61
C 0.73954 -0.09665 -2.35691 0.25
O -0.10392 -0.55505 -1.53528 -0.04
C 0.54590 0.21884 2.24316 0.16
O 0.23208 -0.09054 1.05182 0.24
H 3.42792 3.02425 -4.94118 0.37
H 3.87972 1.48623 -5.68336 0.35
H 4.69108 2.02215 -4.20975 0.39
H 1.11833 2.62072 -4.44523 0.57
H -1.63647 0.54835 -3.01983 0.86
H -2.52804 2.62085 -3.09754 0.45
H -1.60669 4.59076 -2.63915 0.49
H -0.21774 4.17045 -3.64631 0.37
H 0.71765 4.59332 -1.56630 0.54
H 0.69866 2.83520 -1.67915 0.13
H -1.74677 3.48845 -0.39569 0.13
H -0.54124 4.54360 0.34927 0.65
H -0.24210 1.57309 0.23745 -0.54
H 0.10254 3.64495 2.28741 0.40
H 0.84263 2.93757 4.34864 0.31
H 1.67749 2.34204 6.50134 0.36
H 2.57254 0.82051 6.61799 0.37
H 0.86306 0.87023 7.04041 0.33
H 1.61797 -1.15207 5.20025 0.44
H 1.53436 -2.77102 3.67412 0.13
H 0.64751 -4.69772 1.20218 0.02
H 1.77899 -4.43905 2.55223 0.48
H 3.04579 -5.12952 0.65081 0.38
H 3.38782 -3.39971 0.87846 0.28
H 1.41265 -4.61621 -1.10962 -0.26
H 3.07924 -4.10720 -1.50433 0.40
H 3.35684 -2.29992 -2.31272 0.13
H 3.99835 -0.30641 -3.35357 0.49
S -0.47457 -5.97330 -0.72736 -0.62
As -2.02323 -4.48300 -0.49099 0.46
S -1.87621 -3.59805 1.48800 -0.64
S -1.75160 -2.93507 -1.98835 -0.72
S -3.77085 -5.65262 -0.75455 -0.61
F -4.46463 1.63811 -0.72102 -0.33
C -3.53879 0.65750 -0.73192 0.14
F -3.68223 0.00950 -1.88293 -0.27
F -2.36638 1.30701 -0.80212 0.08
C -3.50587 -0.28144 0.50529 0.99
O -2.33764 -0.88761 0.54746 0.75
C -4.73768 -1.24200 0.38050 0.29
F -5.21804 -1.62278 1.56455 -0.30
F -4.43199 -2.32051 -0.31573 -0.17
F -5.76191 -0.62675 -0.25142 -0.29
C -3.74595 0.61879 1.75342 0.20
F -3.42566 0.00337 2.88111 -0.25
F -5.01333 1.04815 1.87429 -0.30
F -2.99805 1.74019 1.69643 -0.19

***

4.
72
Properties=species:S:1:pos:R:3:mulliken_charge:R:1 method="wB97M-V/def2-TZVPD" lumo_energy_ev=0.092 homo_ha=-0.3301
C -3.77825 -1.55390 4.33377 -1.34
C -3.30226 -0.60630 3.24162 -0.03
C -4.02142 -0.88994 1.92403 -1.26
N -3.57540 0.01176 0.87275 0.08
C -2.44426 -0.28252 0.17380 0.97
N -1.78757 -1.40731 0.45117 -0.38
C -0.69790 -1.66320 -0.26088 -0.08
N -0.21179 -0.89082 -1.22135 0.09
C -0.84814 0.23082 -1.51201 0.04
C -2.00872 0.60495 -0.81820 -0.50
C -2.71015 1.83310 -1.10478 0.80
O -2.34259 2.63337 -1.94433 -0.69
N -3.84249 2.02662 -0.33037 -0.03
C -4.30251 1.16959 0.65444 0.66
O -5.29949 1.42357 1.28879 -0.64
C -4.63040 3.22853 -0.54350 -1.15
H -4.65437 3.82264 0.36967 0.33
H -4.16118 3.78804 -1.34945 0.37
H -5.65124 2.95683 -0.80989 0.33
S -0.20789 1.23096 -2.77115 -0.19
C 1.21739 0.18345 -3.22153 -0.82
H 0.85280 -0.74641 -3.65388 0.35
C 2.14729 -0.14850 -2.05445 0.35
O 2.70545 -1.22231 -1.98930 -0.65
N 2.32555 0.87396 -1.20085 -0.03
H 1.79075 1.71533 -1.36162 0.44
C 3.13433 0.83545 0.01386 1.21
C 2.65006 -0.28183 0.94316 -1.14
C 3.48697 -0.28052 2.22047 0.43
C 3.34400 1.06678 2.92708 -1.46
C 3.83220 2.17875 1.99979 0.41
C 2.99299 2.18285 0.72168 -1.93
H 3.32923 2.98435 0.05898 0.56
H 1.94242 2.36168 0.96727 0.58
C 5.29975 1.94237 1.64608 -1.38
C 5.44018 0.59385 0.94092 0.44
C 4.60594 0.59628 -0.33879 -1.69
H 4.95074 1.38275 -1.01439 0.42
H 4.69604 -0.35946 -0.85548 0.56
C 4.95348 -0.52071 1.86564 -1.35
H 5.55806 -0.54063 2.77512 0.52
H 5.05978 -1.48638 1.36808 0.49
H 6.49141 0.42366 0.68457 0.23
H 5.65972 2.74282 0.99580 0.49
H 5.90504 1.95224 2.55499 0.52
H 3.72738 3.14724 2.50185 0.22
H 3.93094 1.06858 3.84802 0.54
H 2.29892 1.23770 3.19629 0.49
H 3.13427 -1.07940 2.88211 0.24
H 1.59263 -0.13153 1.17760 0.22
H 2.74918 -1.23613 0.42688 0.47
H 1.76386 0.74760 -3.97808 0.44
C 0.03545 -2.92981 0.00812 -0.99
H -0.00179 -3.14025 1.07710 0.61
C -0.59418 -4.10625 -0.76247 0.64
C 0.10143 -5.40367 -0.36182 -1.60
H 1.15714 -5.35790 -0.61847 0.32
H -0.34317 -6.24759 -0.88421 0.43
H 0.01238 -5.57758 0.70808 0.39
C -0.47800 -3.88248 -2.26664 -1.32
H -0.86119 -4.74349 -2.81003 0.49
H -1.04291 -3.00541 -2.57337 0.29
H 0.56280 -3.72859 -2.54161 0.24
H -1.65306 -4.16938 -0.48707 0.36
H 1.06663 -2.80538 -0.32163 0.08
H -5.09649 -0.74355 2.04229 0.54
H -3.80898 -1.90747 1.59316 0.35
H -3.49724 0.42656 3.53743 0.31
H -2.22787 -0.72620 3.08873 0.21
H -4.84632 -1.43653 4.49979 0.33
H -3.26032 -1.34664 5.26649 0.39
H -3.58321 -2.58614 4.05305 0.34